This record from the OMol25 dataset describes 10 unconnected molecules or ions with the total composition C19H43BBr18O3P at a distorted geometry. The level of theory is the ωB97M-V functional and the def2-TZVPD basis.

Last column: Mulliken charge in e.
CARTESIAN COORDINATES (ANGSTROEM)
B: 0.84270 -0.09108 -2.31461  0.52
C: -0.39251 0.38823 -3.33610  0.59
P: -2.05920 0.25169 -2.69348  0.91
O: -3.15119 0.72076 -3.69440  -0.76
O: -2.21788 1.15061 -1.28284  -0.17
O: -2.35266 -1.31527 -2.17981  -0.53
H: 1.42099 -1.06948 -2.77080  -0.32
H: 0.42329 -0.29360 -1.19203  -0.31
H: 1.62528 0.83932 -2.24392  -0.31
H: -0.38754 -0.27899 -4.25178  -0.34
H: -0.21930 1.43664 -3.72570  -0.39
H: -2.72640 1.91929 -1.56385  -0.02
H: -2.44427 -1.87183 -2.96626  0.32
Br: 1.22318 3.33346 -0.57691  -0.06
C: 2.30905 4.58444 -1.58675  -0.63
C: 1.58581 5.07918 -2.81418  -0.56
Br: 1.52680 3.76031 -4.24432  -0.10
H: 3.24122 4.07633 -1.82248  0.32
H: 2.50642 5.41810 -0.91302  0.37
H: 2.10074 5.94012 -3.23961  0.34
H: 0.55416 5.34437 -2.59506  0.29
Br: 2.91235 0.06166 0.18121  -0.08
C: 3.27666 -1.44451 1.34295  0.35
C: 2.16695 -2.45530 1.23727  -0.59
Br: 0.54800 -1.89265 2.16714  -0.14
H: 3.41735 -1.06274 2.35148  0.09
H: 4.20938 -1.88452 0.99640  -0.36
H: 2.46133 -3.39336 1.70518  0.34
H: 1.87081 -2.63164 0.20459  0.28
Br: 6.50155 -1.08863 -0.45589  -0.11
C: 7.89703 -2.28673 0.17881  -0.57
C: 7.33725 -3.66615 0.41965  -0.60
Br: 6.28479 -3.72917 2.05454  -0.14
H: 8.32402 -1.84418 1.07527  0.36
H: 8.64903 -2.31449 -0.60924  0.34
H: 8.13030 -4.40073 0.55369  0.38
H: 6.68128 -3.98063 -0.38882  0.32
Br: 1.46388 0.41529 7.57387  -0.19
C: 1.26087 1.14368 5.77685  -0.90
C: 2.00621 0.33356 4.75037  -0.03
Br: 3.92704 0.65777 4.82360  -0.19
H: 1.59807 2.17587 5.81905  0.51
H: 0.19101 1.11721 5.57133  0.33
H: 1.69832 0.62374 3.74491  0.08
H: 1.86546 -0.73653 4.87495  0.39
Br: 3.27959 -5.66813 -0.14576  -0.09
C: 1.39047 -5.95260 -0.51144  -0.59
C: 0.62823 -6.32616 0.73265  -0.47
Br: 0.95496 -8.17298 1.25970  -0.16
H: 1.33050 -6.71269 -1.28591  0.41
H: 1.02521 -5.00279 -0.90241  0.28
H: -0.44365 -6.25915 0.55336  0.38
H: 0.89380 -5.70543 1.58497  0.26
Br: -0.43333 2.29162 3.55989  -0.19
C: -1.72082 1.63552 2.24917  -0.24
C: -3.07107 2.28059 2.43608  -0.22
Br: -4.03127 1.56977 3.98337  -0.18
H: -1.75081 0.55427 2.35477  0.39
H: -1.30483 1.88882 1.27290  -0.01
H: -3.72442 2.08320 1.58634  -0.23
H: -3.00759 3.35456 2.59334  0.55
Br: 0.63986 2.53884 -8.01267  -0.17
C: -1.20342 1.92311 -8.15142  -0.53
C: -1.67199 1.21590 -6.90590  -0.49
Br: -0.94504 -0.58354 -6.81039  -0.16
H: -1.25310 1.27770 -9.02486  0.38
H: -1.78828 2.82484 -8.32967  0.37
H: -2.75302 1.08665 -6.92267  0.35
H: -1.38883 1.72222 -5.98523  0.21
Br: -5.26628 3.40198 0.19818  -0.04
C: -5.75161 4.22739 -1.49996  -0.52
C: -4.97822 3.63414 -2.64314  -0.64
Br: -3.14122 4.26199 -2.64203  -0.13
H: -5.57650 5.29453 -1.38759  0.39
H: -6.81849 4.04238 -1.61990  0.35
H: -5.39914 3.94268 -3.59897  0.38
H: -4.93171 2.54540 -2.60757  0.36
Br: -4.85853 -2.40506 8.51565  -0.16
C: -5.02791 -1.65449 6.72668  -0.53
C: -4.16746 -2.38049 5.72574  -0.60
Br: -2.29246 -1.90655 5.90327  -0.08
H: -4.77162 -0.60089 6.80397  0.28
H: -6.08089 -1.75725 6.46775  0.37
H: -4.44552 -2.08808 4.71363  0.31
H: -4.23116 -3.46124 5.82476  0.39

* Kohn-Sham gap: 7.4321 eV
* spin multiplicity: 1
* E: -47674.0863 Eh
* E_HOMO: -0.2027 Ha
* total charge: -1

---

This record from the OMol25 dataset describes a molecular structure, C34H36N7O5SSn. The level of theory is the ωB97M-V functional and the def2-TZVPD basis.

Last column: Mulliken charge in e.
CARTESIAN COORDINATES (ANGSTROEM)
Sn: 0.16153 -0.22116 0.20100  1.44
N: 1.89611 1.22832 -4.50087  -0.43
C: 1.38232 1.04967 -3.22148  0.43
S: 2.00974 -0.28530 -2.33212  -0.47
N: 0.53721 1.98698 -2.87558  -1.32
N: -0.02660 1.88571 -1.61317  1.45
C: -0.67860 2.94581 -1.30444  -1.50
C: -1.40295 3.20248 -0.06937  1.34
C: -2.40872 4.17372 -0.11252  -1.04
C: -3.21404 4.44218 0.97435  -0.82
C: -2.99358 3.73302 2.15796  -0.60
C: -1.97620 2.80747 2.24504  -0.52
C: -1.14493 2.50946 1.14212  0.70
O: -0.14826 1.67586 1.27786  -0.70
H: 2.30496 0.39199 -4.88294  0.25
H: 1.28920 1.74006 -5.12411  0.26
H: -0.72248 3.73516 -2.06282  0.08
H: -2.56542 4.71006 -1.04388  0.41
H: -4.00697 5.17584 0.90871  0.41
H: -3.62106 3.92014 3.02191  0.40
H: -1.79695 2.25231 3.15813  0.49
O: -2.78446 -2.01206 3.00403  -0.77
C: -2.24407 -1.55014 2.00304  0.15
O: -1.06583 -1.75173 1.57365  -0.64
C: -3.09619 -0.63887 1.11155  0.21
C: -4.46404 -0.54651 1.33529  -0.58
C: -5.23401 0.21095 0.47241  -0.66
C: -4.61441 0.84296 -0.59481  -0.77
C: -3.24649 0.69832 -0.73992  -0.90
N: -2.49648 -0.01585 0.09781  1.31
H: -4.87959 -1.07967 2.17794  0.56
H: -6.30465 0.29136 0.61779  0.42
H: -5.17481 1.44304 -1.29897  0.47
H: -2.72651 1.15452 -1.57068  0.42
C: -2.84969 -2.49178 -2.09781  -0.57
C: -3.21154 -3.74719 -2.93689  -0.86
N: -1.99760 -4.36144 -3.47643  -0.21
C: -1.10446 -4.69585 -2.36007  -0.75
C: -0.71834 -3.41602 -1.56786  -0.61
N: -1.40541 -2.25461 -2.13966  0.32
C: -0.99151 -2.09736 -3.53699  -0.50
C: -1.33506 -3.38086 -4.34109  -0.86
H: -3.13984 -2.62621 -1.05427  0.20
H: -3.35648 -1.60227 -2.47406  0.46
H: -3.86219 -3.49232 -3.77751  0.28
H: -3.72971 -4.49359 -2.32980  0.36
H: -0.22245 -5.19229 -2.77111  0.28
H: -1.62660 -5.41360 -1.72315  0.32
H: 0.35510 -3.22142 -1.62304  0.48
H: -0.99115 -3.48866 -0.51360  0.32
H: 0.08003 -1.89899 -3.54572  0.19
H: -1.49540 -1.21530 -3.94175  0.48
H: -0.43421 -3.84599 -4.74884  0.35
H: -2.00477 -3.16507 -5.17800  0.28
C: 3.94751 4.22073 -3.39796  -0.74
O: 3.97990 5.45219 -2.68298  -0.54
C: 3.16152 5.68795 -1.61491  0.28
C: 2.95544 7.04412 -1.35352  -0.52
C: 2.17446 7.46386 -0.29685  -0.52
C: 1.55822 6.52469 0.52374  -1.05
C: 1.75288 5.18351 0.27526  0.35
C: 2.56840 4.74589 -0.76896  -0.08
N: 2.72190 3.33995 -0.96377  0.51
C: 2.82803 2.39820 -0.03199  0.37
C: 3.26339 2.44643 1.28062  -0.19
C: 3.93645 3.54642 1.89896  -0.38
C: 4.39007 3.46638 3.17302  -0.74
C: 4.18120 2.26048 3.91765  -0.37
C: 3.55842 1.18948 3.37420  -0.86
C: 3.04401 1.21321 2.01709  0.39
O: 2.45256 0.23243 1.53635  -0.71
H: 4.52894 4.39537 -4.29967  0.33
H: 2.92833 3.95008 -3.68792  0.25
H: 4.39990 3.40533 -2.83717  0.28
H: 3.43606 7.75278 -2.01561  0.44
H: 2.02904 8.52278 -0.12572  0.38
H: 0.92653 6.83190 1.34606  0.47
H: 1.27158 4.43349 0.88913  0.66
H: 2.37925 2.98386 -1.84498  -0.16
H: 2.57169 1.40563 -0.39875  0.04
H: 4.12679 4.44126 1.32000  0.42
H: 4.91844 4.29686 3.62194  0.42
H: 4.53643 2.21178 4.94121  0.36
H: 3.39925 0.27828 3.93633  0.45

* Kohn-Sham gap: 6.5168 eV
* ΔE to the lowest compared entry with this formula, charge and spin: 0.0 kJ/mol
* spin multiplicity: 1
* E: -2689.3006 Eh
* E_HOMO: -0.1625 Ha
* total charge: -1

---

This record from the OMol25 dataset describes a single C2H2N4O2 molecule at a distorted geometry. The level of theory is the ωB97M-V functional and the def2-TZVPD basis.

Last column: Mulliken charge in e.
CARTESIAN COORDINATES (ANGSTROEM)
C: 0.37722 -0.40982 -0.05819  0.42
C: -1.29423 1.04993 -0.03031  0.13
H: 3.16697 -0.35528 0.01687  0.34
H: -1.71672 2.10286 0.14588  0.35
N: 1.51179 -0.87912 0.07286  -0.29
N: -0.63055 -1.62088 -0.06854  0.02
N: -1.78913 -1.21095 -0.03023  -0.21
N: -2.18517 0.15686 0.05814  -0.18
O: 2.49823 0.18062 -0.01680  -0.33
O: 0.06157 0.98578 -0.08968  -0.23

* Kohn-Sham gap: 9.8299 eV
* SMILES: O/N=c1/nnnco1
* ΔE to the lowest compared entry with this formula, charge and spin: 660.5 kJ/mol
* spin multiplicity: 1
* E: -446.7212 Eh
* E_HOMO: -0.3815 Ha

---

This record from the OMol25 dataset describes a gas-phase ion, C5H9N (charge -1) at a distorted geometry. The level of theory is the ωB97M-V functional and the def2-TZVPD basis.

Last column: Mulliken charge in e.
CARTESIAN COORDINATES (ANGSTROEM)
N: -2.38128 0.59222 -0.38578  -0.68
C: -1.23689 1.51426 -0.10480  -0.33
C: 2.42254 -1.66579 -0.43592  -0.72
C: 1.29172 -1.38974 0.29952  -0.30
C: 0.60422 -0.19719 0.73216  -0.68
C: 0.08594 0.81533 -0.08478  -0.35
H: -2.51875 -0.06342 0.38140  0.24
H: -3.21066 1.13134 -0.58869  0.24
H: -1.38576 2.09135 0.81340  0.22
H: -1.24078 2.25304 -0.90972  0.29
H: 2.91333 -2.58319 -0.12303  0.24
H: 2.87512 -1.01842 -1.17564  0.29
H: 0.85360 -2.23805 0.84305  0.14
H: 0.34137 -0.23698 1.78793  0.27
H: 0.58630 0.99524 -1.04910  0.12

* Kohn-Sham gap (spin up / spin down): 4.2182 / 6.7751 eV
* ΔE to the lowest compared entry with this formula, charge and spin: 94.5 kJ/mol
* spin multiplicity: 2
* E: -250.5478 Eh
* E_HOMO (spin up / spin down): 0.0080 / -0.0908 Ha
* total charge: -1